[1]
Entry from the Open Molecules 2025 dataset: a 2-piece molecular cluster, C6H12O overall (ωB97M-V/def2-TZVPD).

Properties
- Highest occupied orbital energy: -0.3314 hartree
- E_tot: -8460.72744 eV
- Lowest unoccupied orbital energy: 1.213 eV
- Relative energy (zero: lowest compared OMol25 entry of this formula, charge and spin): 83.6 kcal/mol
- Gap between HOMO and LUMO: 10.2 eV
- SMILES string: CC[C@@H]1[C@H]2CO[C@@H]12.[H][H]

ORCA input file:
```
! wB97M-V def2-TZVPD RIJCOSX def2/J DEFGRID3
* xyz 0 1
H 1.267 0.721 1.708
C 0.562 -0.386 0.008
C 1.377 -0.375 -2.343
H 1.520 0.192 -3.273
C -0.345 -0.464 -1.212
H -3.030 1.070 -0.060
H -0.663 0.411 3.249
H -2.569 0.703 0.387
H -0.170 1.422 1.022
C -0.541 -0.232 2.366
C 0.285 0.454 1.277
C 0.842 0.472 -1.203
H -1.536 -0.479 1.984
H -1.433 -0.426 -1.226
H -0.060 -1.158 2.700
H 2.258 -0.997 -2.145
H 1.179 -1.262 0.223
O 0.203 -1.224 -2.302
H 0.854 1.557 -1.160
*
```

[2]
Entry from the Open Molecules 2025 dataset: one molecule with the formula C6H12O (ωB97M-V/def2-TZVPD).

Properties
- Highest occupied orbital energy: -0.3543 hartree
- E_tot: -8462.16933 eV
- Lowest unoccupied orbital energy: 0.976 eV
- Relative energy (zero: lowest compared OMol25 entry of this formula, charge and spin): 50.4 kcal/mol
- Gap between HOMO and LUMO: 10.6 eV
- SMILES string: CC(C)CCC=O

ORCA input file:
```
! wB97M-V def2-TZVPD RIJCOSX def2/J DEFGRID3
* xyz 0 1
C -1.230 -1.132 1.001
C 2.097 0.685 -0.268
H -2.392 -0.669 -0.865
H -1.113 -1.754 1.856
H -1.127 1.149 -1.297
O -1.453 -2.547 -0.813
C 0.104 -0.536 0.998
H 2.223 1.584 0.417
C -0.283 1.483 -0.720
H 2.794 -0.177 0.054
C -1.745 -1.479 -0.386
C 0.660 0.178 -0.396
H 2.455 0.929 -1.284
H 0.166 2.100 -1.448
H -0.634 1.987 0.193
H 0.766 -1.309 1.179
H -1.910 -0.329 1.331
H 0.459 -0.491 -1.168
H 0.163 0.327 1.612
*
```

[3]
Entry from the Open Molecules 2025 dataset: a 2-piece molecular cluster, C6H12O overall (ωB97M-V/def2-TZVPD).

Properties
- Highest occupied orbital energy: -0.3625 hartree
- E_tot: -8461.62338 eV
- Lowest unoccupied orbital energy: 1.077 eV
- Relative energy (zero: lowest compared OMol25 entry of this formula, charge and spin): 63.0 kcal/mol
- Gap between HOMO and LUMO: 10.9 eV
- SMILES string: CC[C@H]1CO1.C=C

ORCA input file:
```
! wB97M-V def2-TZVPD RIJCOSX def2/J DEFGRID3
* xyz 0 1
H 2.260 -0.786 -1.879
H 1.013 -0.908 0.494
C 0.502 0.315 -1.268
H -1.985 0.926 2.733
H -1.298 -1.466 1.272
H 1.571 0.200 -3.174
H 1.061 1.193 -0.901
C -0.884 0.841 2.677
H -0.374 0.249 3.452
C -0.218 1.378 1.653
H 0.766 -1.291 -2.669
O -0.444 -1.872 -0.673
H -0.737 1.902 0.831
C 1.324 -0.421 -2.315
H 0.879 1.297 1.589
H -0.428 0.687 -1.717
H -2.030 -0.486 -0.161
C 0.187 -0.715 -0.198
C -1.164 -1.041 0.257
*
```

[4]
Entry from the Open Molecules 2025 dataset: one molecule with the formula C6H12O (ωB97M-V/def2-TZVPD).

Properties
- Highest occupied orbital energy: -0.3483 hartree
- E_tot: -8463.14148 eV
- Lowest unoccupied orbital energy: 0.918 eV
- Relative energy (zero: lowest compared OMol25 entry of this formula, charge and spin): 28.0 kcal/mol
- Gap between HOMO and LUMO: 10.4 eV
- SMILES string: CC(C)[C@H]1C[C@H]1O

ORCA input file:
```
! wB97M-V def2-TZVPD RIJCOSX def2/J DEFGRID3
* xyz 0 1
H -1.159 -0.169 -2.228
H 0.987 -2.360 1.264
C 1.703 -0.707 0.494
H 1.067 0.475 -1.254
C -0.737 -0.004 -0.093
H -2.341 -0.985 -1.195
H -1.366 1.963 -0.752
H 1.249 0.951 1.804
H -0.749 -1.714 -1.470
H 2.507 1.384 0.545
H 2.493 -1.147 -0.108
C 0.753 0.203 -0.243
C 1.675 0.744 0.825
H -1.114 1.826 0.998
H -0.876 -0.636 0.793
C -1.275 -0.764 -1.312
H -2.563 1.117 0.250
C -1.492 1.302 0.114
O 1.238 -1.480 1.567
*
```

[5]
Entry from the Open Molecules 2025 dataset: one molecule with the formula C6H12O (ωB97M-V/def2-TZVPD).

Properties
- Highest occupied orbital energy: -0.3165 hartree
- E_tot: -8461.27586 eV
- Lowest unoccupied orbital energy: 0.854 eV
- Relative energy (zero: lowest compared OMol25 entry of this formula, charge and spin): 71.0 kcal/mol
- Gap between HOMO and LUMO: 9.5 eV
- SMILES string: C=C(C)CCCO

ORCA input file:
```
! wB97M-V def2-TZVPD RIJCOSX def2/J DEFGRID3
* xyz 0 1
H -2.533 -1.381 -0.251
H 1.105 -2.560 -0.814
H -1.510 0.334 0.884
C 0.450 1.096 0.984
H 1.642 -0.778 -1.271
H -0.462 -0.618 1.837
C 0.279 2.087 -0.112
H -0.457 2.875 0.292
H 1.684 -1.475 0.475
C -1.503 -1.882 -0.500
H -0.187 2.018 -1.991
C 1.028 -1.506 -0.536
H -1.486 -2.963 -1.084
C -0.373 -1.157 -0.166
O -0.276 1.321 -1.278
H 0.298 1.631 2.005
H 1.365 2.262 -0.290
C -0.519 -0.039 0.939
H 1.455 0.734 0.877
*
```

[6]
Entry from the Open Molecules 2025 dataset: one molecule with the formula C6H12O (ωB97M-V/def2-TZVPD).

Properties
- Highest occupied orbital energy: -0.3721 hartree
- E_tot: -8462.67799 eV
- Lowest unoccupied orbital energy: 1.078 eV
- Relative energy (zero: lowest compared OMol25 entry of this formula, charge and spin): 38.6 kcal/mol
- Gap between HOMO and LUMO: 11.2 eV
- SMILES string: C[C@@H]1C[C@@H]1[C@@H](C)O

ORCA input file:
```
! wB97M-V def2-TZVPD RIJCOSX def2/J DEFGRID3
* xyz 0 1
C -1.986 -1.050 0.886
H 1.302 -1.907 -1.456
H 0.265 0.905 1.852
H 0.760 -1.514 0.954
H -2.218 -1.644 -0.004
H -1.139 0.556 -0.242
C 0.463 -0.726 0.247
H 0.521 1.668 -1.805
C 0.829 -0.957 -1.190
C -0.853 -0.081 0.608
H 1.888 2.370 -0.962
H -2.880 -0.488 1.174
H 0.108 -0.626 -1.934
H 2.467 0.472 -0.241
H 0.400 2.129 -0.072
C 1.453 0.215 -0.452
O -0.681 0.725 1.770
C 1.030 1.675 -0.843
H -1.727 -1.722 1.710
*
```

[7]
Entry from the Open Molecules 2025 dataset: one molecule with the formula C6H12O (ωB97M-V/def2-TZVPD).

Properties
- Highest occupied orbital energy: -0.3068 hartree
- E_tot: -8461.38439 eV
- Lowest unoccupied orbital energy: 1.077 eV
- Relative energy (zero: lowest compared OMol25 entry of this formula, charge and spin): 68.5 kcal/mol
- Gap between HOMO and LUMO: 9.4 eV

ORCA input file:
```
! wB97M-V def2-TZVPD RIJCOSX def2/J DEFGRID3
* xyz 0 1
C -2.245 0.894 -1.665
H 1.443 0.709 -0.859
C 1.276 -1.170 0.263
H -0.143 0.914 2.709
C 1.098 -0.324 -1.013
H 1.699 -0.773 -1.815
H 1.089 -2.221 0.015
H 2.320 -1.095 0.596
H -2.390 0.714 -2.732
H -2.799 0.155 -1.084
H -2.556 1.908 -1.404
C 0.496 0.698 1.847
H 1.532 0.918 2.134
C -0.347 -0.412 -1.431
O -0.846 0.798 -1.351
H -0.697 -0.927 1.083
C 0.340 -0.755 1.403
H 0.215 1.390 1.045
H 0.511 -1.421 2.259
*
```

[8]
Entry from the Open Molecules 2025 dataset: one molecule with the formula C6H12O (ωB97M-V/def2-TZVPD).

Properties
- Highest occupied orbital energy: -0.3115 hartree
- E_tot: -8461.64893 eV
- Lowest unoccupied orbital energy: 0.924 eV
- Relative energy (zero: lowest compared OMol25 entry of this formula, charge and spin): 62.4 kcal/mol
- Gap between HOMO and LUMO: 9.4 eV

ORCA input file:
```
! wB97M-V def2-TZVPD RIJCOSX def2/J DEFGRID3
* xyz 0 1
H 1.058 0.759 1.105
H -0.562 0.690 -0.803
H -1.246 3.025 1.090
H -0.953 -0.239 1.976
C 2.074 0.183 -0.703
C 1.035 -0.069 0.386
H -1.668 -1.412 -1.405
H 2.163 -0.668 -1.387
H -2.247 -0.802 0.877
H 1.288 -0.977 0.953
H 0.015 -1.354 -1.942
C -0.393 -0.190 -0.159
H 1.797 1.062 -1.297
O -1.026 2.120 1.353
C -1.430 -0.085 0.999
H -0.431 -2.344 -0.536
C -1.915 1.319 0.776
C -0.629 -1.400 -1.057
H 3.063 0.369 -0.271
*
```